Below is a structure of composition C4H8FN, with properties calculated with ωB97M-V/def2-TZVPD.

Frontier orbital gap (eV): 10.1
Total charge: 0
M (g/mol): 89.113
Energy above the lowest of the compared OMol25 structures with the same formula, charge and spin (kcal per mole): 87.20
E_HOMO (eV): -9.421
E_LUMO (hartree): 0.0250

CARTESIAN COORDINATES (ANGSTROEM)
1 N 2.30 0.31 -0.11
2 H 1.84 -1.67 -0.52
3 H -3.56 -0.29 -0.57
4 H -3.47 0.70 0.95
5 C 1.54 -0.59 -0.30
6 H -0.42 0.55 -0.78
7 H 4.28 0.13 -0.17
8 C -1.75 -0.49 0.49
9 H -1.96 -1.12 1.39
10 H -2.59 1.10 -0.56
11 C -0.44 -0.28 -0.07
12 F 5.19 -0.02 0.07
13 H 2.00 1.31 0.11
14 C -2.96 0.36 0.07